C12H10BrF5Nd as an isolated structure, computed with wB97M-V/def2-TZVPD.

Each line ends with the Mulliken spin population.
CARTESIAN COORDINATES (ANGSTROEM)
C 0.84283 0.31832 -2.30740  -0.011
C 0.85859 1.59641 -1.69213  0.000
C 1.72392 1.53769 -0.56563  -0.008
H 0.32878 2.48460 -2.03879  0.001
C 2.25036 0.21230 -0.46932  0.001
C 1.72805 -0.53524 -1.56601  0.000
H 2.01962 -1.54578 -1.84298  0.001
H 0.31518 0.04748 -3.22590  0.001
H 2.01309 2.37812 0.06402  0.000
H 2.98784 -0.12953 0.25453  0.001
Nd -0.56289 -0.14375 -0.00156  3.042
Br -2.53532 1.55097 -0.90061  -0.008
C -1.73944 -2.31736 0.81831  0.004
C -0.49361 -2.69631 0.22114  -0.008
C -0.57454 -2.39190 -1.17637  -0.004
H 0.30885 -3.24636 0.71578  0.000
C -1.84441 -1.79500 -1.43603  -0.001
C -2.56714 -1.75352 -0.20251  -0.009
H -3.59537 -1.39960 -0.08101  0.001
H -2.05339 -2.52738 1.84262  0.002
H 0.15126 -2.66499 -1.93984  0.001
H -2.22515 -1.48448 -2.40858  0.001
F 1.20478 0.53366 3.15916  0.000
C 0.36307 1.15412 2.28315  -0.005
F -0.94428 0.74544 2.63010  0.000
C 0.48486 2.65913 2.43178  -0.001
F -0.17390 3.07360 3.53949  0.000
F 1.79199 3.01417 2.53085  0.000
F -0.06362 3.32519 1.36374  0.000

Atoms 1-3, force components in eV/Å:
C 0.45 -0.39 0.17
C 0.55 0.04 0.34
C 0.10 -0.36 -0.56

Summary:
- max |F| (eV Å⁻¹) = 4.9
- <S²> = 3.755
- net charge = -1
- gap between HOMO and LUMO (alpha / beta) (eV) = 6.830 / 6.885
- multiplicity = 4

***

A 3-piece molecular cluster, C3H12N2O3 overall, computed with wB97M-V/def2-TZVPD.

Each line ends with the Mulliken charge.
CARTESIAN COORDINATES (ANGSTROEM)
N 1.26753 1.61928 -1.98855  -0.497
C -0.00397 1.83804 -1.34647  -0.925
C -0.28109 1.02363 -0.06242  -0.385
C -0.00298 -0.46082 -0.11966  0.583
N -0.12487 -1.06591 -1.32121  -0.322
O 0.34513 -1.08338 0.87256  -0.622
H 2.00439 1.66413 -1.30010  0.228
H 1.40864 0.81912 -2.58456  0.261
H -0.07920 2.89746 -1.09370  0.337
H -0.85203 1.69548 -2.02875  0.356
H -1.26779 1.21819 0.35409  0.326
H 0.41154 1.41749 0.68978  0.241
H 0.07963 -2.04426 -1.42034  0.233
H -0.48977 -0.63805 -2.16132  0.189
O 1.48621 -0.64236 3.42791  -0.642
H 1.48210 -1.53303 3.04912  0.310
H 0.87571 -0.20082 2.81854  0.349
O -2.36485 -1.90277 1.27089  -0.637
H -1.70654 -1.82228 1.98252  0.316
H -2.18780 -2.79913 0.96169  0.302

Atoms 1-3, force components in eV/Å:
N 0.40 0.55 0.04
C -1.13 -0.37 -0.03
C 0.91 0.60 0.07

Summary:
- structure (SMILES) = NCCC(N)=O.O.O
- max |F| (eV Å⁻¹) = 1.2
- ΔE to the lowest compared entry with this formula, charge and spin (kJ/mol) = 55.0
- gap between HOMO and LUMO (eV) = 10.058

***

C24H60BCdF4KN4O8S2 as an isolated structure, computed with wB97M-V/def2-TZVPD.

Each line ends with the Mulliken charge.
CARTESIAN COORDINATES (ANGSTROEM)
K 2.60635 -6.57881 -0.65713  0.970
Cd 2.97534 -0.28741 -3.23549  0.389
S -1.37837 0.55519 -5.74053  1.226
O -0.68871 0.32882 -7.03061  -0.507
O -0.34123 0.61501 -4.73735  -0.536
O -2.37145 1.64916 -5.77464  -0.676
O -2.04785 -0.77188 -5.80290  -0.513
S 2.48459 -4.16392 -5.21907  1.216
O 1.81497 -3.63885 -4.06658  -0.613
O 3.17969 -5.39315 -4.93991  -0.731
O 1.58084 -4.24430 -6.36560  -0.635
O 3.33369 -3.02786 -5.48189  -0.566
B 4.14809 -0.76552 0.69467  0.603
F 3.24363 0.15773 0.36247  -0.368
F 3.53888 -1.83885 1.34148  -0.433
F 4.73205 -1.23317 -0.43027  -0.387
F 5.11142 -0.25213 1.54298  -0.415
C 3.76095 4.10822 -3.01683  -1.187
C 4.23506 3.93041 -4.43775  -0.387
N 5.11399 2.73429 -4.70709  -0.046
C 5.17195 2.54464 -6.20460  -0.665
C 5.80418 3.80576 -6.93513  -0.969
C 6.40675 2.99765 -4.01987  -0.224
C 7.47033 1.89785 -4.30070  -1.325
H 3.64463 5.17191 -2.80916  0.353
H 4.53599 3.86008 -2.29169  0.264
H 2.78190 3.70001 -2.76598  0.289
H 3.40249 3.96156 -5.14058  0.445
H 4.75793 4.83314 -4.75364  0.163
H 5.72516 1.62547 -6.39738  0.387
H 4.21558 2.33619 -6.68418  0.408
H 6.89173 3.75884 -6.87925  0.249
H 5.53942 3.92953 -7.98522  0.383
H 5.60342 4.76884 -6.46579  0.291
H 6.24440 3.15581 -2.95370  0.213
H 6.77237 3.91954 -4.47214  0.310
H 8.44036 2.21422 -3.91724  0.383
H 7.57797 1.58676 -5.33980  0.309
H 7.29142 0.96537 -3.76538  0.326
C 0.76979 6.91620 5.43301  -1.082
C 1.86135 5.86263 5.34883  -0.521
N 2.60939 5.64449 6.57245  0.026
C 3.49984 6.81661 6.92191  -0.394
C 3.87259 6.80559 8.42004  -1.231
C 3.37730 4.34622 6.53519  -0.377
C 2.55425 3.04786 6.51236  -1.228
H 1.17230 7.74982 6.00847  0.252
H -0.08148 6.45538 5.93410  0.295
H 0.56886 7.36668 4.46100  0.341
H 1.42608 4.92498 5.00320  0.325
H 2.53359 6.06005 4.51383  0.369
H 4.47053 6.83514 6.42639  0.274
H 3.10324 7.80582 6.69324  0.360
H 3.07758 7.16472 9.07356  0.294
H 4.26765 5.87726 8.83263  0.284
H 4.66270 7.49766 8.71139  0.402
H 4.09825 4.33531 7.35263  0.308
H 3.97644 4.26280 5.62845  0.318
H 1.67495 3.03128 5.86842  0.311
H 2.07999 2.88857 7.48077  0.314
H 3.18141 2.19078 6.26698  0.360
C -2.10653 -10.51646 0.08808  -1.444
C -2.82963 -9.26006 0.62575  -0.278
N -2.39084 -8.00837 -0.08782  -0.073
C -3.00148 -6.86566 0.62366  -0.392
C -2.32078 -6.56402 1.93241  -1.294
C -2.73864 -8.05801 -1.50707  -0.628
C -4.18973 -8.30563 -2.00315  -1.128
H -2.62554 -11.23246 -0.54916  0.281
H -1.81248 -11.12338 0.94440  0.405
H -1.15170 -10.20867 -0.33811  0.363
H -3.91921 -9.27371 0.65216  0.399
H -2.36997 -9.19491 1.61194  0.321
H -2.71554 -6.05219 -0.04315  0.385
H -4.07960 -6.82225 0.77804  0.290
H -1.24608 -6.43677 1.80228  0.234
H -2.67331 -5.60003 2.29921  0.439
H -2.54062 -7.27235 2.73118  0.342
H -2.04503 -8.78487 -1.92978  0.356
H -2.40236 -7.08608 -1.86814  0.458
H -4.35603 -8.14289 -3.06802  0.417
H -4.82377 -7.51132 -1.60927  0.290
H -4.65501 -9.24536 -1.70563  0.265
C -7.89769 2.78699 0.50163  -1.406
C -7.68407 1.49259 1.21728  -0.357
N -6.88999 0.62319 0.31706  -0.026
C -5.54148 1.12342 0.24513  -0.719
C -4.67430 1.06058 1.57079  -0.937
C -6.90565 -0.75086 0.92287  -0.589
C -8.03826 -1.73360 0.45206  -1.154
H -8.75881 3.25650 0.97714  0.387
H -7.88090 2.84443 -0.58672  0.370
H -7.14645 3.53178 0.76437  0.336
H -7.18297 1.62661 2.17596  0.292
H -8.63950 1.01041 1.42404  0.431
H -5.50957 2.08047 -0.27556  0.371
H -5.03099 0.59416 -0.55946  0.450
H -4.75190 0.05545 1.98527  0.234
H -5.06138 1.78217 2.29020  0.251
H -3.63993 1.36586 1.41276  0.412
H -6.02828 -1.20368 0.46106  0.423
H -6.88226 -0.86435 2.00669  0.293
H -7.84320 -2.10504 -0.55396  0.295
H -8.06636 -2.55598 1.16691  0.340
H -9.01825 -1.25780 0.48877  0.303

Atoms 1-3, force components in eV/Å:
K -0.03 0.68 -0.60
Cd -0.23 -0.20 -0.15
S -0.84 0.11 -0.87

Summary:
- max |F| (eV Å⁻¹) = 4.9
- ΔE to the lowest compared entry with this formula, charge and spin (kJ/mol) = 769.9
- net charge = -2
- gap between HOMO and LUMO (eV) = 2.640